99
Properties=species:S:1:pos:R:3:forces:R:3 method="wB97M-V/def2-TZVPD" spin_multiplicity=2 homo_lumo_gap_ev="6.6 / 5.6" s_squared=0.8769
V -0.5379 -0.2675 -0.2505 0.697 -0.208 0.221
O -2.8588 -0.2654 -2.3779 -0.205 -0.401 -0.142
C -3.6619 -1.3535 -2.6217 -0.172 -0.528 -0.139
C -4.9623 -1.2810 -3.1098 0.095 0.335 0.101
C -5.6800 -2.4387 -3.3607 0.149 -0.131 0.053
C -5.1154 -3.6788 -3.1229 -0.144 0.027 -0.032
C -3.8638 -3.7471 -2.5356 -0.015 0.084 -0.076
C -3.1309 -2.5999 -2.2534 0.284 0.237 0.021
P -1.6955 -2.8407 -1.1369 -0.426 0.188 -0.033
C -0.2785 -2.0324 -2.0096 0.224 -0.403 -0.298
C 0.9829 -2.3036 -1.4536 0.090 -0.235 -0.142
C 2.1470 -1.9931 -2.1331 0.153 -0.112 -0.021
C 2.0871 -1.3986 -3.3846 -0.071 0.010 -0.046
C 0.8530 -1.1286 -3.9521 0.250 0.032 -0.209
C -0.3170 -1.4508 -3.2832 -0.188 0.160 0.213
C -2.0351 -1.5830 0.1755 -0.368 -1.065 -0.468
C -1.2736 -1.8443 1.4799 0.313 0.139 0.220
C -2.1041 -2.4817 2.5394 -0.216 -0.367 0.119
C -3.3970 -2.1571 2.6406 0.449 -0.416 0.299
C -4.0168 -1.3612 1.6197 -0.214 0.304 -0.593
C -3.4101 -1.1998 0.4229 -0.621 0.224 0.219
C -3.1438 0.9774 -2.8605 -0.112 0.896 0.163
C -3.7519 1.2252 -4.0873 0.136 -0.216 -0.121
C -4.0411 2.5237 -4.4630 0.021 -0.024 0.039
C -3.7165 3.5884 -3.6370 0.029 0.124 -0.015
C -3.0179 3.3512 -2.4688 -0.239 -0.210 -0.014
C -2.7205 2.0512 -2.0690 -0.085 -0.459 -0.040
P -1.5033 1.7506 -0.7252 0.111 0.591 -0.564
C -0.2533 2.8968 -1.4336 0.269 0.084 0.073
C 0.4000 2.3819 -2.5560 -0.142 0.058 -0.047
C 1.4200 3.0858 -3.1651 -0.061 0.039 -0.020
C 1.8089 4.3131 -2.6483 0.140 0.015 -0.071
C 1.1645 4.8328 -1.5407 0.145 0.219 -0.026
C 0.1297 4.1378 -0.9384 -0.244 -0.227 -0.002
C -2.2062 2.6776 0.6687 -0.142 -0.080 0.143
C -3.5751 2.8443 0.8538 0.239 0.027 -0.182
C -4.0460 3.4253 2.0177 -0.165 0.071 0.189
C -3.1625 3.8289 3.0051 -0.103 0.030 0.033
C -1.7997 3.6372 2.8398 0.032 0.047 0.124
C -1.3269 3.0505 1.6845 -0.054 -0.046 -0.256
H -5.4349 -0.3219 -3.2598 0.015 -0.009 -0.066
H -6.6878 -2.3618 -3.7373 -0.113 0.020 -0.070
H -5.6626 -4.5789 -3.3530 -0.063 -0.118 0.011
H -3.4449 -4.7087 -2.2715 0.037 -0.025 0.061
H 1.0343 -2.8566 -0.5167 0.020 0.088 -0.070
H 3.1116 -2.2542 -1.7154 -0.045 0.073 0.036
H 2.9974 -1.1726 -3.9229 0.021 0.029 -0.003
H 0.7992 -0.6878 -4.9405 -0.013 0.003 0.011
H -1.2643 -1.2936 -3.7822 0.031 0.014 0.095
H -0.3660 -2.4553 1.3069 -0.176 0.032 0.002
H -1.6299 -3.1727 3.2216 -0.014 -0.090 0.191
H -4.0149 -2.5511 3.4355 0.005 -0.033 0.127
H -5.0243 -0.9992 1.7780 -0.046 0.024 -0.089
H -3.9879 -0.7563 -0.3766 0.002 0.081 0.055
H -3.9772 0.4095 -4.7573 -0.064 -0.046 0.002
H -4.5224 2.7006 -5.4127 -0.055 0.020 -0.095
H -3.9745 4.5964 -3.9251 0.018 0.089 -0.025
H -2.7002 4.1751 -1.8449 0.059 0.072 0.009
H 0.0945 1.4102 -2.9389 0.093 0.072 0.028
H 1.9201 2.6791 -4.0328 0.021 -0.043 -0.054
H 2.6152 4.8612 -3.1138 0.071 0.059 -0.020
H 1.4699 5.7922 -1.1426 -0.012 0.042 0.005
H -0.3794 4.5657 -0.0856 0.007 0.008 0.035
H -4.2647 2.5258 0.0827 -0.045 -0.008 -0.007
H -5.1093 3.5610 2.1630 -0.044 -0.005 -0.013
H -3.5348 4.2863 3.9101 -0.046 0.021 0.073
H -1.1176 3.9361 3.6227 0.087 0.005 0.055
H -0.2704 2.8631 1.5344 0.059 -0.032 0.125
C 3.2016 -1.6858 1.4544 -0.318 -0.474 -0.313
N 3.6193 -0.3653 1.8251 -0.089 0.907 0.007
C 4.4987 -0.0301 2.8173 0.376 0.303 0.361
C 4.6126 1.3183 2.8238 0.324 -0.328 0.282
N 3.8010 1.8073 1.8371 -0.276 -0.943 -0.086
C 3.5988 3.1870 1.5030 -0.105 0.608 -0.242
C 3.1841 0.7675 1.2246 -0.090 -0.171 0.052
Se 2.0767 0.9073 -0.2203 -0.367 0.299 -0.560
H 3.6980 -2.4183 2.0865 -0.007 0.076 0.059
H 3.4602 -1.8697 0.4103 -0.034 0.021 0.081
H 2.1175 -1.7749 1.5694 0.118 -0.024 -0.011
H 4.9729 -0.7685 3.4296 0.068 -0.119 0.141
H 5.1965 1.9641 3.4459 0.111 0.080 0.136
H 3.7640 3.8028 2.3860 0.006 -0.070 -0.005
H 2.5772 3.3170 1.1422 0.085 -0.010 0.049
H 4.2797 3.4946 0.7056 -0.053 -0.016 0.054
C -1.4847 -0.0238 4.8979 0.366 -0.110 -0.228
Ge -0.0044 -0.1602 3.5650 -0.307 0.221 0.149
C 1.1713 -1.6507 4.2404 -0.383 0.370 -0.362
C 1.0464 1.5097 3.9554 -0.252 -0.510 -0.236
C -0.8693 -0.3929 1.7778 0.938 0.704 1.564
H -1.0937 0.2438 5.8753 0.128 0.079 0.190
H -2.0230 -0.9606 4.9927 -0.053 -0.161 -0.052
H -2.1994 0.7368 4.5960 -0.080 0.154 -0.130
H 1.0049 -1.7775 5.3059 -0.095 0.049 0.164
H 2.2238 -1.4286 4.0985 0.194 0.070 -0.067
H 0.9447 -2.5957 3.7573 -0.035 -0.199 -0.110
H 0.8788 1.7674 4.9969 -0.054 0.002 0.199
H 0.7221 2.3450 3.3504 -0.070 0.185 -0.177
H 2.1132 1.3789 3.8179 0.231 -0.109 -0.064
H -1.8048 0.1551 1.9598 0.072 -0.040 0.078

=====

17
Properties=species:S:1:pos:R:3:forces:R:3 method="wB97M-V/def2-TZVPD" smiles="[H]/N=C1/C=CCC[C@]1(Br)C#N" spin_multiplicity=1 homo_lumo_gap_ev=9.9
H 2.5241 -2.5188 1.1907 -0.880 2.359 -0.693
N 2.3730 -1.4440 1.1504 2.361 -2.836 1.364
C 1.2694 -0.9507 0.9441 -3.328 -0.515 -1.566
C 1.0656 0.4931 1.0754 -0.699 0.474 0.324
C 0.0749 1.2136 0.5632 0.702 0.812 -1.864
C -0.9051 0.6398 -0.3651 -0.687 -3.388 -0.131
C -0.5018 -0.7856 -0.9244 0.494 -0.739 1.383
C -0.0908 -1.6947 0.3406 2.533 0.504 -2.334
Br 0.5205 -3.4499 -0.5338 -0.576 0.846 0.953
C -1.0746 -1.8888 1.3464 -0.196 -0.360 0.144
N -1.8222 -2.0341 2.2025 -0.349 0.039 0.261
H 1.7427 0.9456 1.7376 1.039 0.607 0.626
H -0.0005 2.3143 0.5269 0.430 -0.569 1.049
H -1.8022 0.5433 0.2619 -0.426 -0.026 -0.636
H -1.1149 1.0894 -1.2975 -0.311 1.755 -0.479
H -1.2706 -1.3065 -1.6084 1.086 0.957 1.329
H 0.4855 -0.7103 -1.4681 -1.190 0.081 0.271

=====

18
Properties=species:S:1:pos:R:3:forces:R:3 method="wB97M-V/def2-TZVPD" smiles="C=C/C(N)=C/CC" spin_multiplicity=1 homo_lumo_gap_ev=8.7
C 2.4026 -1.3815 0.2337 -1.229 0.855 -0.331
C 2.0033 -0.1309 -0.0272 0.417 0.975 0.346
C 0.6051 0.3758 -0.1296 -0.374 -0.884 -0.498
N 0.3854 1.4876 0.6518 -0.261 0.786 0.439
C -0.3633 -0.3300 -0.7202 0.563 -0.366 -1.047
C -1.8219 -0.0494 -0.8231 -0.728 0.336 0.237
C -2.6066 -0.2018 0.5175 0.940 -0.129 -0.322
H 3.1429 -1.5503 0.9986 1.004 -0.393 -0.917
H 1.7538 -2.1473 -0.1725 -0.141 -0.485 0.972
H 2.7049 0.7039 0.0090 0.158 -0.119 0.911
H -0.5261 1.7203 1.0018 -0.130 -0.217 -0.294
H 1.0898 2.1417 0.9354 0.348 -0.337 -0.144
H 0.0409 -1.1413 -1.3164 -0.264 -0.251 0.116
H -1.9899 0.9576 -1.2280 0.126 0.092 0.245
H -2.3141 -0.6759 -1.5676 0.362 -0.244 -0.027
H -3.3030 -1.0328 0.4868 -0.504 0.238 -0.174
H -1.9120 -0.5102 1.2997 0.083 0.359 0.167
H -3.0615 0.7537 0.7634 -0.370 -0.216 0.320

=====

90
Properties=species:S:1:pos:R:3:forces:R:3 method="wB97M-V/def2-TZVPD" total_charge=+2 spin_multiplicity=1 homo_lumo_gap_ev=6.2
Pt 0.0467 -0.5445 0.5777 -1.084 0.009 0.576
C -0.8305 -4.8858 2.6786 0.002 0.055 0.011
C -0.7380 -3.5036 2.0304 0.062 0.001 0.029
C 0.6235 -3.3601 1.3671 -0.321 -0.189 0.045
C -0.9128 -2.4020 3.0712 0.018 -0.060 0.041
C -2.1717 -2.5335 3.9360 0.062 -0.080 -0.056
O -2.7364 -1.2073 3.9384 0.025 0.060 0.048
C -2.0704 -0.4744 3.0529 -0.057 -0.067 0.004
N -1.0621 -1.0346 2.4883 0.448 0.149 -0.334
C -2.5910 0.8878 2.8767 -0.089 0.102 0.029
C -3.5734 1.3036 3.7815 0.038 -0.037 0.014
C -4.1311 2.5654 3.7001 -0.002 0.011 0.000
C -3.7209 3.4372 2.7040 -0.005 -0.005 0.006
C -2.7534 3.0356 1.7999 0.027 -0.018 -0.007
C -2.1754 1.7680 1.8746 0.117 -0.110 0.021
P -1.0012 1.4702 0.5192 0.056 -0.803 -0.767
C 0.1782 2.8156 0.6266 0.096 -0.106 -0.024
C 0.8505 3.2395 -0.5204 -0.006 -0.027 -0.005
C 1.7950 4.2473 -0.4379 0.039 0.000 -0.015
C 2.0857 4.8241 0.7912 -0.003 0.000 0.012
C 1.4292 4.3976 1.9381 0.011 -0.008 0.012
C 0.4777 3.3946 1.8609 0.013 -0.093 -0.013
C -2.0548 1.6755 -0.9349 0.006 0.013 0.044
C -2.1059 2.8447 -1.6897 0.008 -0.030 0.046
C -3.0066 2.9449 -2.7416 -0.016 0.001 -0.035
C -3.8653 1.8944 -3.0287 0.008 0.009 -0.004
C -3.8284 0.7325 -2.2652 0.020 -0.032 -0.003
C -2.9227 0.6195 -1.2252 -0.004 0.041 0.025
H -0.6313 -5.6628 1.9416 -0.008 -0.013 0.007
H -1.8167 -5.0797 3.0983 0.001 -0.017 0.001
H -0.0925 -4.9878 3.4779 0.000 -0.009 -0.002
H -1.5264 -3.3935 1.2782 -0.021 -0.015 0.006
H 1.4351 -3.4957 2.0829 0.048 0.080 -0.025
H 0.7433 -2.3318 0.9700 0.439 0.081 -0.284
H 0.7566 -4.0557 0.5401 0.013 0.071 -0.047
H -0.0164 -2.4053 3.6992 0.011 0.075 -0.002
H -1.9648 -2.8165 4.9640 -0.035 0.000 0.006
H -2.9144 -3.2103 3.5152 -0.020 0.041 -0.039
H -3.8949 0.6258 4.5572 -0.014 -0.002 -0.002
H -4.8877 2.8636 4.4125 0.000 0.006 -0.001
H -4.1537 4.4251 2.6258 0.006 0.005 -0.003
H -2.4415 3.7189 1.0200 -0.033 0.025 0.008
H 0.6125 2.7996 -1.4806 0.084 -0.014 -0.017
H 2.3042 4.5848 -1.3306 -0.003 -0.002 0.001
H 2.8236 5.6124 0.8554 -0.002 0.004 -0.004
H 1.6530 4.8529 2.8932 0.008 -0.002 0.001
H -0.0368 3.0702 2.7566 0.000 0.023 0.017
H -1.4514 3.6755 -1.4623 -0.066 0.024 -0.015
H -3.0419 3.8495 -3.3335 0.007 0.006 0.006
H -4.5726 1.9825 -3.8424 0.009 -0.001 -0.010
H -4.5072 -0.0817 -2.4835 -0.005 0.004 0.007
H -2.8829 -0.2877 -0.6313 -0.014 -0.006 -0.003
N 1.8204 -0.4633 3.6448 -0.071 -0.165 -0.005
C 2.6434 -0.2587 2.5927 0.146 0.227 -0.093
N 2.2248 0.0869 1.4031 0.157 -0.206 0.187
C 3.3185 0.2757 0.5461 0.078 -0.025 0.064
C 3.2667 0.7133 -0.7709 0.050 0.082 0.110
C 4.4430 0.8591 -1.4858 -0.025 0.014 -0.019
C 5.6761 0.5646 -0.9064 0.029 -0.024 0.021
C 5.7498 0.1402 0.4088 -0.009 -0.001 0.002
C 4.5658 0.0104 1.1196 -0.046 0.035 -0.011
S 4.3618 -0.4491 2.7871 -0.041 -0.006 0.028
H 0.8642 -0.1605 3.5462 0.029 0.039 0.043
H 2.2096 -0.5175 4.5700 -0.032 0.035 0.026
H 2.3080 0.9402 -1.2099 -0.101 0.094 -0.050
H 4.4092 1.2103 -2.5093 -0.006 -0.010 -0.003
H 6.5840 0.6705 -1.4835 -0.005 0.025 -0.003
H 6.7034 -0.0770 0.8705 0.005 0.000 -0.008
C -0.6658 -1.4260 -4.6615 0.032 0.026 0.126
N 0.3135 -0.4016 -4.2998 -0.004 0.024 -0.162
C 1.6605 -0.9632 -4.4083 -0.079 -0.016 0.082
N 1.8374 -2.1729 -3.6095 0.075 -0.177 -0.160
C 0.8305 -3.1568 -4.0021 -0.002 0.142 0.123
N -0.5302 -2.6409 -3.8586 -0.040 -0.172 -0.195
C -0.9235 -2.4684 -2.4792 -0.063 0.239 0.434
P 0.1751 -1.1808 -1.6702 0.190 0.852 -0.110
C 0.0424 0.1334 -2.9805 0.056 -0.094 0.090
C 1.8163 -1.9136 -2.1847 -0.106 0.055 0.253
H -0.5173 -1.6914 -5.7078 -0.005 -0.012 -0.003
H -1.6728 -1.0225 -4.5415 0.000 0.006 -0.016
H 2.3940 -0.2160 -4.1008 -0.004 0.015 -0.005
H 1.8363 -1.2172 -5.4534 0.031 0.009 -0.003
H 0.9481 -4.0571 -3.3974 -0.012 -0.014 -0.013
H 0.9885 -3.4144 -5.0490 0.003 -0.014 -0.004
H -0.8195 -3.4112 -1.9381 -0.034 -0.013 0.002
H -1.9659 -2.1492 -2.4149 0.004 -0.002 0.001
H 0.7441 0.9393 -2.7507 0.020 -0.032 -0.015
H -0.9616 0.5529 -2.9600 -0.049 0.030 -0.004
H 1.9755 -2.8475 -1.6395 0.013 0.001 0.027
H 2.6161 -1.2246 -1.9091 -0.058 -0.123 -0.046

=====

11
Properties=species:S:1:pos:R:3:forces:R:3 method="wB97M-V/def2-TZVPD" spin_multiplicity=1 homo_lumo_gap_ev=9.4
C -0.5179 1.0432 1.0668 -0.237 0.442 0.509
C -0.1498 -0.3151 0.5277 0.860 0.505 -0.234
C 0.4302 -0.8179 -1.6623 -0.663 -0.009 -2.883
H -0.4110 1.0977 2.1866 -0.107 0.017 -1.187
H 0.0359 1.8450 0.5608 0.126 -0.284 0.341
H -1.5682 1.1867 0.7661 0.160 0.032 0.487
H -0.7178 -1.0576 1.0858 0.100 -0.450 -0.249
H 0.1614 -0.8974 -2.7643 -0.017 0.101 1.686
N 1.5882 -1.0819 -1.2900 0.837 -0.145 1.015
O -0.4945 -0.3199 -0.8519 -1.769 -0.011 -0.439
S 1.6435 -0.6827 0.3746 0.711 -0.199 0.953

=====

19
Properties=species:S:1:pos:R:3:forces:R:3 method="wB97M-V/def2-TZVPD" smiles="Cc1nc2ccccc2oc1=O" spin_multiplicity=1 homo_lumo_gap_ev=8.6
C -0.3489 -0.8449 3.1429 0.863 -0.598 0.656
C -0.2762 -0.4622 1.7114 1.623 -0.272 1.356
N 0.5314 -1.0267 0.9273 1.177 -1.567 -0.200
C 0.6440 -0.5840 -0.3597 -1.463 0.479 -1.168
C 1.3134 -1.3150 -1.3660 0.970 -0.592 3.341
C 1.3946 -0.8734 -2.6036 -1.367 0.657 -3.234
C 0.6260 0.2704 -3.0171 2.239 -2.341 -1.540
C -0.0099 0.9758 -2.0821 -1.876 1.907 1.321
C -0.0847 0.5441 -0.7594 2.220 -0.223 -0.082
O -0.6571 1.3682 0.1716 -0.187 -1.306 0.067
C -0.9636 0.7335 1.3580 -3.484 2.867 0.041
O -1.8659 1.2233 2.0194 1.449 -0.503 -0.495
H -1.3564 -0.7788 3.4273 -1.437 0.235 0.712
H -0.0387 -1.8829 3.3388 0.193 0.458 -0.394
H 0.2323 -0.1637 3.8105 -0.372 -0.368 -0.678
H 1.9235 -2.1669 -1.0754 -0.419 -0.090 0.187
H 1.8334 -1.5475 -3.3458 0.142 0.641 0.087
H 0.6634 0.4265 -4.1036 -0.347 0.675 0.672
H -0.5618 1.9016 -2.2175 0.075 -0.059 -0.650

=====

19
Properties=species:S:1:pos:R:3:forces:R:3 method="wB97M-V/def2-TZVPD" smiles="CC1=C(I)c2ccncc2C1" spin_multiplicity=1 homo_lumo_gap_ev="7.4 / 7.4"
C 1.0723 2.4530 -0.0397 -0.057 0.241 0.034
C 0.5551 1.0881 0.0532 4.659 -6.453 -0.231
C 1.5425 -0.3084 0.0165 -3.483 7.140 0.177
I 3.6049 -0.2505 0.0077 -0.463 -0.099 -0.020
C 0.6415 -1.3837 0.0070 -0.750 -0.831 0.002
C 0.8881 -2.7595 -0.0369 -0.049 0.289 0.038
C -0.2051 -3.6021 -0.0283 0.186 -0.090 -0.011
N -1.4650 -3.1883 0.0127 -0.440 -0.348 -0.001
C -1.7047 -1.8865 0.0481 0.015 0.234 0.004
C -0.7024 -0.9395 0.0440 0.384 -0.190 0.012
C -0.8146 0.5549 0.0900 -0.089 -0.200 -0.033
H 0.3190 3.1773 0.2679 0.020 0.101 0.017
H 1.3651 2.6795 -1.0702 -0.031 0.038 0.001
H 1.9653 2.5732 0.5748 0.008 0.024 0.023
H 1.8971 -3.1397 -0.0744 0.090 -0.079 0.007
H -0.0780 -4.6766 -0.0542 0.124 -0.071 -0.016
H -2.7498 -1.6053 0.0763 -0.099 0.146 0.013
H -1.4181 0.9319 -0.7429 -0.020 0.056 -0.020
H -1.3305 0.8603 1.0088 -0.007 0.094 0.004